C46H41N2O4S3SbTi as an isolated structure, computed with the ωB97M-V functional and the def2-TZVPD basis.

```
98
Properties=species:S:1:pos:R:3:forces:R:3
Sb 1.345335 3.076122 2.860985 0.236 0.453 0.194
Ti -0.016992 1.147820 0.041840 0.443 -1.513 2.035
S 1.492782 -1.332582 -1.233092 -0.141 -0.290 0.073
S -2.633474 -0.435804 -0.285055 0.231 -0.678 0.305
S -0.210078 1.217090 2.535572 -0.171 -0.095 -0.426
O -1.575519 2.159046 0.100695 -0.907 0.619 -0.395
O -1.166614 -0.552220 0.179886 -0.754 -0.106 -0.319
O 3.837387 -0.475761 1.287691 -0.003 -0.068 -0.032
O 1.128641 2.707304 -0.394349 0.430 0.011 -0.264
N -1.376839 1.772614 -1.201491 0.149 0.885 0.168
N 2.197610 0.954584 0.481991 0.050 0.092 -0.620
C -1.406597 2.664839 -2.115306 -0.392 0.277 -0.628
C 1.867599 5.986562 0.523834 0.106 0.029 -0.042
C -0.106918 1.393126 -3.812921 0.084 0.079 0.063
C 0.507168 -3.965224 -6.770952 -0.012 -0.011 0.068
C -1.419350 4.523190 2.362296 0.013 0.062 0.060
C 3.585244 2.592327 -0.558866 0.073 0.052 0.105
C -2.444595 -6.236505 -2.889519 -0.040 -0.040 0.120
C -2.030275 6.739226 3.095620 0.055 -0.044 0.010
C -3.398747 -1.892005 0.478316 -0.037 0.091 0.141
C -4.224632 -2.557071 -0.610018 0.003 -0.005 -0.066
C -2.304236 -5.936666 -0.145348 0.058 0.053 -0.082
C 2.396978 3.546646 7.170652 -0.070 -0.025 -0.063
C 3.509707 0.504562 0.676038 -0.062 0.065 0.066
C -3.308154 -2.568112 -1.828497 -0.140 0.137 -0.045
C 0.669816 -2.565564 -2.038272 0.112 0.121 -0.250
C 4.364660 7.112418 0.868742 -0.052 -0.097 0.037
C 2.647878 5.473012 1.578108 0.049 0.113 0.229
C 0.344671 -5.207826 -7.378616 -0.001 0.024 0.063
C 0.164550 2.658913 5.776572 0.068 0.005 0.009
C 0.647036 0.157747 -1.747301 0.555 -0.440 -0.315
C -0.538829 -4.596102 -3.196224 -0.026 0.067 0.035
C -2.741709 -1.161991 -1.955604 0.089 0.142 -0.050
C 2.298723 6.997170 -0.337306 0.000 -0.059 0.033
C 3.910971 6.082161 1.701577 -0.022 0.036 -0.148
C 0.530774 0.328886 -3.092199 -0.351 -0.043 0.204
C 0.138753 5.832221 3.623531 -0.051 -0.034 -0.040
C -1.425779 -5.244952 -0.962805 0.013 -0.172 0.085
C 1.286379 3.078576 5.059214 0.137 0.002 0.031
C -0.381066 -6.086721 -5.243229 0.011 0.088 -0.018
C -0.165962 4.645924 2.952495 -0.100 -0.029 -0.124
C -0.898597 2.429765 -3.423197 -0.036 -0.037 -0.130
C -0.782172 6.867468 3.700498 -0.024 -0.058 -0.021
C 1.275121 3.119740 7.868276 0.000 -0.001 -0.081
C -3.254917 -6.805669 -0.676977 -0.013 0.043 -0.010
C 0.213754 -3.779983 -5.430353 -0.010 -0.004 -0.051
C -2.346508 5.564903 2.428794 0.075 -0.014 0.019
C -0.264652 -4.827825 -4.611011 0.022 -0.074 0.066
C -0.091689 -6.264683 -6.588983 -0.028 0.028 0.078
C 4.477384 1.485642 0.000117 -0.052 0.022 -0.057
C -1.439302 -5.381572 -2.375182 0.038 0.066 -0.123
C -3.314912 -6.931110 -2.060925 0.083 0.082 -0.048
C 3.556263 7.572638 -0.164797 -0.022 -0.043 0.037
C 0.112089 -3.507512 -2.582977 -0.036 -0.100 -0.038
C 2.398805 3.522122 5.776897 -0.091 -0.048 -0.008
C 0.157586 2.676407 7.165906 0.064 0.023 -0.013
C 2.234012 2.095255 -0.169474 0.128 0.569 0.233
H 0.112391 1.385301 -4.876988 0.059 -0.007 -0.023
H -1.729663 -1.129463 -2.360611 0.009 0.007 -0.035
H 1.271857 3.126937 8.952679 -0.010 0.011 -0.007
H -1.878228 3.612403 -1.865786 0.030 0.081 -0.031
H 3.897985 8.365366 -0.823486 -0.008 -0.007 0.006
H -0.721657 2.343048 7.707474 0.010 -0.004 -0.019
H -2.496080 -3.264307 -1.662030 0.074 -0.075 0.001
H 3.625492 2.698801 -1.644091 0.013 0.026 0.006
H 1.656851 7.344067 -1.147129 0.021 -0.025 0.061
H 0.568038 -5.350443 -8.429027 0.002 0.004 0.008
H 5.202050 1.831714 0.734584 -0.004 0.020 0.012
H -0.707010 2.304645 5.234621 0.016 0.014 0.013
H -1.676905 3.606655 1.847534 -0.014 0.000 0.040
H 0.867475 5.575961 0.355428 0.058 0.039 0.013
H -4.066271 -7.573881 -2.508773 -0.003 0.014 -0.019
H 3.272414 3.892176 7.710117 -0.005 0.007 -0.015
H 3.732773 3.577880 -0.107463 -0.002 -0.020 0.000
H -3.318555 5.453225 1.957989 0.032 -0.009 -0.003
H 0.868283 -3.124217 -7.354607 -0.016 -0.003 0.023
H -0.525463 7.781433 4.225711 0.007 -0.013 -0.013
H -1.149643 3.170408 -4.170228 -0.074 0.021 -0.013
H 4.593219 5.741151 2.486322 -0.023 0.048 -0.029
H -2.551717 -2.509679 0.783796 -0.034 -0.020 -0.005
H -0.656761 -6.948470 -4.651968 -0.053 -0.024 0.009
H -4.526079 -3.563490 -0.316399 0.025 0.003 0.016
H 3.283554 3.855427 5.240406 -0.024 -0.019 0.029
H -3.960900 -1.568088 1.353206 0.050 -0.020 0.001
H -2.576811 -6.316713 -3.958903 0.041 -0.042 -0.040
H -2.243864 -5.796997 0.929350 0.025 0.000 -0.006
H -3.822645 -2.874008 -2.739623 0.021 -0.001 -0.021
H -0.701085 -4.570303 -0.520197 0.003 -0.051 -0.001
H -0.194592 -7.253512 -7.024275 0.002 -0.010 0.019
H 1.115640 5.951330 4.078861 -0.009 0.024 -0.032
H 1.012691 -0.404873 -3.733178 -0.007 -0.063 -0.067
H -3.385326 -0.489925 -2.528425 0.033 0.003 0.028
H -2.746367 7.552666 3.144793 -0.001 -0.011 0.006
H -3.935822 -7.351529 -0.035252 0.010 0.000 -0.003
H 5.010795 0.935707 -0.775612 0.038 0.002 0.017
H 0.351786 -2.802804 -4.981272 -0.003 -0.023 -0.012
H -5.129991 -1.972231 -0.810774 0.005 -0.049 0.023
H 5.347144 7.557744 1.022549 -0.027 -0.038 -0.002
```
Forces are in eV/Å.

Energy ... -121693.7324 eV
Orbital gap ... 4.26 eV
LUMO energy ... 3.1 eV
HOMO energy ... -0.043 hartree
Net charge ... -2
ΔE to the lowest compared entry with this formula, charge and spin ... 100.7 kcal per mole